1.
C2H7NO4 | ωB97M-V with the def2-TZVPD basis set

Last column: natural (NBO) charge in e.
Geometry (Å):
C 0.70 -1.31 0.29  0.524
N 1.60 -0.37 0.17  -0.725
O 0.56 -1.94 1.45  -0.618
H -0.10 -2.64 1.38  0.514
H 1.38 0.29 -0.66  0.495
H 1.88 0.11 1.02  0.422
H 0.26 -1.70 -0.62  0.227
H -0.97 -0.24 0.13  -0.010
C -1.11 0.82 -0.31  0.683
O -0.38 1.64 0.63  -0.812
O -0.09 0.67 -1.52  -0.908
O -2.27 1.15 -0.61  -0.773
H -0.45 1.21 -2.23  0.493
H -1.02 2.31 0.90  0.488

Output
HOMO level in Eh: -0.3007
Energy in eV: -11865.3910
2S+1: 1
LUMO energy in eV: -0.17



2.
C2H7NO4P | ωB97M-V with the def2-TZVPD basis set

Last column: natural (NBO) charge in e.
Geometry (Å):
C -1.54 0.73 0.79  -0.401
C -0.85 -0.85 -0.90  -0.429
N -0.48 0.17 0.07  -0.648
O 2.36 1.39 1.12  -1.070
O 2.51 1.35 -1.44  -1.096
O 1.87 -1.53 0.90  -0.672
O 2.22 -0.88 -0.28  -0.598
P 2.35 0.69 -0.13  2.442
H -1.03 1.38 1.55  0.207
H -2.22 1.25 0.15  0.169
H -2.23 0.09 1.23  0.151
H -0.10 -1.62 -0.94  0.230
H -1.80 -1.31 -0.84  0.152
H -1.02 -0.38 -1.91  0.165
H -0.02 -0.49 0.65  0.397

Output
Charge: -1
HOMO level in Eh: -0.1371
Energy in eV: -21155.5144
2S+1: 1
LUMO energy in eV: 3.77



3.
C2H7NO4S | ωB97M-V with the def2-TZVPD basis set

Last column: natural (NBO) charge in e.
Geometry (Å):
O -1.36 -1.01 0.93  -0.959
S -1.58 0.01 -0.04  2.363
O -2.87 0.65 -0.04  -0.911
O -1.35 -0.50 -1.54  -0.871
C -0.36 1.23 0.21  -0.557
N 1.16 0.71 -0.49  -0.605
C 1.58 -0.29 0.43  0.058
O 1.01 -1.58 0.04  -0.763
H -0.53 -0.99 -1.58  0.514
H -0.19 1.32 1.33  0.251
H -0.67 2.15 -0.20  0.246
H 0.85 0.47 -1.49  0.383
H 2.63 -0.36 0.34  0.182
H 1.34 -0.04 1.49  0.178
H 0.33 -1.77 0.62  0.491

Output
SMILES: O=S(=O)(O)CNCO
HOMO level in Eh: -0.3809
Energy in eV: -22700.6988
2S+1: 1
LUMO energy in eV: 0.60



4.
C2H7NOS | ωB97M-V with the def2-TZVPD basis set

Last column: natural (NBO) charge in e.
Geometry (Å):
N -1.85 2.10 1.04  -0.884
C -1.05 0.97 0.69  0.551
O -0.15 0.59 1.35  -0.511
H -2.22 2.58 0.22  0.368
H -2.67 1.74 1.52  0.382
H -1.43 0.47 -0.23  0.096
C 1.76 -1.02 -0.55  -0.726
S 1.10 -1.93 -1.99  -0.066
H 1.96 0.02 -0.81  0.221
H 1.07 -1.01 0.28  0.241
H 2.69 -1.50 -0.27  0.212
H 0.80 -3.01 -1.26  0.117

Output
SMILES: NC=O.CS
HOMO level in Eh: -0.3270
Energy in eV: -16559.6381
2S+1: 1
LUMO energy in eV: 0.76



5.
C2H7NOS | ωB97M-V with the def2-TZVPD basis set

Last column: Mulliken spin population.
Geometry (Å):
O 1.47 0.77 -0.53  0.488
C 0.82 0.28 0.33  -0.021
C 1.26 -0.93 1.16  0.125
N 0.59 -0.78 2.45  0.000
H -0.19 0.66 0.64  0.108
H 0.83 -1.76 0.60  -0.005
H 2.35 -0.92 1.19  0.005
H 0.90 -1.51 3.09  0.005
H 0.89 0.09 2.89  0.003
S -1.73 0.39 -1.69  0.302
H -2.91 0.89 -1.28  -0.005
H -2.19 -0.88 -1.62  -0.005

Output
Charge: +1
HOMO level (spin up / spin down) in Eh: -0.5430 / -0.5238
Energy in eV: -16549.9721
2S+1: 2
LUMO energy (spin up / spin down) in eV: -4.81 / -9.49



6.
C2H7NOS2 | ωB97M-V with the def2-TZVPD basis set

Last column: natural (NBO) charge in e.
Geometry (Å):
N -1.96 -1.22 -1.68  -0.821
C -0.67 -0.95 -1.35  0.517
O 0.04 -0.22 -2.00  -0.606
H -2.34 -0.87 -2.53  0.400
H -2.50 -1.89 -1.16  0.393
H -0.34 -1.42 -0.42  0.116
C 0.70 1.72 0.88  -0.749
S 2.28 0.84 0.98  0.103
S 1.70 -1.01 1.71  -0.160
H 0.12 1.35 0.04  0.232
H 0.95 2.77 0.69  0.229
H 0.16 1.64 1.81  0.219
H 1.85 -0.74 3.03  0.128

Output
SMILES: NC=O.CSS
HOMO level in Eh: -0.3290
Energy in eV: -27395.8417
2S+1: 1
LUMO energy in eV: 0.54



7.
C2H7NOSi | ωB97M-V with the def2-TZVPD basis set

Last column: natural (NBO) charge in e.
Geometry (Å):
C 2.91 -0.18 0.17  0.293
C -0.06 1.48 -0.05  -0.268
N 2.12 -1.07 0.10  -0.757
O -0.22 0.21 -0.66  -0.872
Si -1.37 -0.77 -0.03  1.209
H -0.90 2.11 0.11  0.174
H 0.72 1.97 -0.70  0.201
H 0.27 1.41 0.92  0.174
H 1.42 -1.76 -0.27  0.463
H -1.17 -1.75 -1.05  -0.212
H -0.91 -1.17 1.27  -0.220
H -2.83 -0.48 0.19  -0.186

Output
HOMO level in Eh: -0.3984
Energy in eV: -13600.5713
2S+1: 1
LUMO energy in eV: 0.81



8.
C2H7NS | ωB97M-V with the def2-TZVPD basis set

Last column: Mulliken spin population.
Geometry (Å):
S -2.61 1.14 -0.66  0.007
H -1.62 1.22 -1.54  0.004
C 0.39 -1.22 0.39  0.095
C 1.51 0.84 0.46  0.471
N 0.35 0.21 0.23  0.347
H 0.96 -1.76 -0.41  0.059
H -0.61 -1.65 0.50  0.015
H 1.04 -1.45 1.28  -0.082
H 2.46 0.29 0.53  0.047
H 1.49 1.85 0.86  0.038
H -3.35 0.53 -1.63  -0.002

Output
Charge: -1
HOMO level (spin up / spin down) in Eh: 0.0235 / -0.1045
Energy in eV: -14510.2999
2S+1: 2
LUMO energy (spin up / spin down) in eV: 3.67 / 3.58



9.
C2H7NS | ωB97M-V with the def2-TZVPD basis set

Last column: natural (NBO) charge in e.
Geometry (Å):
C 0.38 0.58 1.04  -0.569
C -0.78 0.78 0.35  0.040
N -0.85 0.77 -1.04  -0.807
H 0.28 0.65 2.11  0.212
H 1.30 0.81 0.53  0.201
H -1.79 0.84 0.77  0.193
H -0.10 1.16 -1.67  0.379
H -1.64 1.28 -1.36  0.362
S 1.39 -2.36 -0.75  -0.305
H 0.49 -3.12 -0.13  0.141
H 1.32 -1.40 0.16  0.154

Output
SMILES: C=CN.S
HOMO level in Eh: -0.3141
Energy in eV: -14511.6949
2S+1: 1
LUMO energy in eV: 1.04



10.
C2H7NS2 | ωB97M-V with the def2-TZVPD basis set

Last column: Mulliken spin population.
Geometry (Å):
S -1.28 2.03 1.68  0.504
S -1.40 3.26 -0.39  0.497
H 0.05 2.00 1.79  -0.002
H -0.14 3.13 -0.79  0.000
C 1.03 -1.60 0.41  -0.003
C -0.54 -1.06 -1.22  0.005
N 0.11 -1.98 -0.66  0.000
H 1.81 -2.35 0.48  0.000
H 1.49 -0.63 0.22  -0.001
H 0.54 -1.57 1.39  0.005
H -0.94 -1.13 -2.22  0.000
H -0.75 -0.11 -0.69  -0.004

Output
Charge: -1
HOMO level (spin up / spin down) in Eh: -0.0472 / -0.1164
Energy in eV: -25347.1052
2S+1: 2
LUMO energy (spin up / spin down) in eV: 3.80 / 3.55



11.
C2H7NS2 | ωB97M-V with the def2-TZVPD basis set

Last column: natural (NBO) charge in e.
Geometry (Å):
C 1.62 -1.56 -0.30  -0.531
C 1.77 -0.24 -0.10  0.018
N 0.77 0.69 0.14  -0.812
H 0.57 -1.85 -0.23  0.187
H 2.46 -2.18 -0.54  0.215
H 2.77 0.17 -0.14  0.179
H -0.06 0.39 0.62  0.374
H 1.11 1.43 0.74  0.365
S -2.73 1.90 -0.37  -0.106
S -2.96 -0.16 0.19  -0.160
H -2.76 2.22 0.90  0.127
H -2.55 -0.80 -0.91  0.146

Output
SMILES: C=CN.SS
HOMO level in Eh: -0.3054
Energy in eV: -25346.8647
2S+1: 1
LUMO energy in eV: -0.07



12.
C2H7NS2 | ωB97M-V with the def2-TZVPD basis set

Last column: natural (NBO) charge in e.
Geometry (Å):
N -1.77 -0.80 -2.36  -0.825
C -1.11 0.00 -1.36  -0.235
C -0.32 -0.87 -0.39  -0.551
S 0.02 -0.23 1.26  0.119
S 1.49 1.17 0.86  -0.141
H -1.18 -1.57 -2.65  0.349
H -1.91 -0.30 -3.23  0.362
H -0.40 0.75 -1.72  0.174
H -1.78 0.59 -0.73  0.189
H -0.81 -1.84 -0.26  0.233
H 0.66 -1.11 -0.81  0.208
H 2.39 0.35 0.30  0.117

Output
SMILES: NCCSS
HOMO level in Eh: -0.3212
Energy in eV: -25347.8550
2S+1: 1
LUMO energy in eV: 0.55



13.
C2H7NS2 | ωB97M-V with the def2-TZVPD basis set

Last column: natural (NBO) charge in e.
Geometry (Å):
C 1.49 1.18 0.65  -0.644
C 0.49 0.06 0.31  -0.233
N -0.79 0.64 -0.16  -0.781
S -2.28 0.32 0.72  0.243
S -3.18 -0.55 -0.80  -0.096
H 1.08 2.21 0.91  0.211
H 2.20 0.94 1.54  0.223
H 2.03 1.55 -0.24  0.212
H 0.90 -0.53 -0.45  0.189
H 0.34 -0.59 1.15  0.201
H -0.80 1.61 -0.41  0.373
H -3.60 0.56 -1.28  0.101

Output
SMILES: CCNSS
HOMO level in Eh: -0.3264
Energy in eV: -25346.9640
2S+1: 1
LUMO energy in eV: 0.77



14.
C2H7NS2 | ωB97M-V with the def2-TZVPD basis set

Last column: natural (NBO) charge in e.
Geometry (Å):
C -0.76 1.15 1.11  -0.551
C -1.09 0.23 0.20  0.019
N -2.22 -0.58 0.10  -0.825
H -1.11 1.22 2.13  0.201
H 0.04 1.79 0.76  0.210
H -0.48 0.05 -0.68  0.183
H -2.66 -0.87 0.97  0.376
H -2.32 -1.22 -0.66  0.385
S 3.04 -0.36 0.06  -0.134
S 2.67 -0.71 -2.05  -0.145
H 2.09 -1.30 0.37  0.144
H 2.82 0.60 -2.30  0.137

Output
SMILES: C=CN.SS
HOMO level in Eh: -0.2991
Energy in eV: -25346.8011
2S+1: 1
LUMO energy in eV: -0.01



15.
C2H7NS3 | ωB97M-V with the def2-TZVPD basis set

Last column: natural (NBO) charge in e.
Geometry (Å):
C -1.27 1.28 -0.34  -0.824
C 0.14 -1.10 -0.06  -0.177
N 1.18 -0.80 0.78  -0.649
S 0.79 -1.21 -1.69  0.143
S -1.21 -1.95 0.77  0.039
S 2.72 -0.57 0.57  -0.023
H -2.20 0.87 -0.45  0.197
H -0.76 1.34 -1.14  0.206
H -0.78 0.58 0.41  0.203
H 0.83 -0.81 1.79  0.413
H -0.34 -1.68 -1.99  0.102
H -1.99 -0.81 0.70  0.148
H -1.52 2.31 -0.13  0.223

Output
HOMO level (spin up / spin down) in Eh: -0.2901 / -0.2901
Energy in eV: -36180.1508
2S+1: 1
LUMO energy (spin up / spin down) in eV: -0.45 / -0.45



16.
C2H7O | ωB97M-V with the def2-TZVPD basis set

Last column: natural (NBO) charge in e.
Geometry (Å):
C 0.83 -1.13 0.73  -0.238
O 0.89 -0.91 -0.67  -0.964
H -0.23 -1.27 1.04  0.100
H 1.36 -2.07 1.06  0.104
H 1.22 -0.31 1.38  0.095
C -0.82 1.14 -0.71  -0.943
H -1.79 0.60 -0.58  0.176
H 0.04 0.39 -0.75  0.331
H -0.65 1.83 0.13  0.169
H -0.85 1.71 -1.64  0.169

Output
Charge: -1
HOMO level in Eh: -0.0755
Energy in eV: -4233.7543
2S+1: 1
LUMO energy in eV: 4.92



17.
C2H7O3P | ωB97M-V with the def2-TZVPD basis set

Last column: natural (NBO) charge in e.
Geometry (Å):
C 1.32 0.12 -1.38  -1.165
P -0.06 0.48 -0.48  2.158
O -1.21 1.18 -1.36  -0.930
O -0.10 1.64 1.23  -0.998
O -0.87 -0.69 0.09  -0.830
C -0.37 -1.65 1.10  -0.247
H 1.41 0.88 -2.18  0.242
H 2.07 -0.27 -0.85  0.227
H -0.74 1.87 -1.74  0.488
H -0.95 1.88 1.32  0.447
H -1.10 -2.14 1.75  0.216
H 0.30 -0.99 1.85  0.202
H 0.30 -2.31 0.67  0.190

Output
SMILES: C=P(O)(O)OC
HOMO level in Eh: -0.3193
Energy in eV: -17616.7340
2S+1: 1
LUMO energy in eV: 0.53



18.
C2H7O3P | ωB97M-V with the def2-TZVPD basis set

Last column: natural (NBO) charge in e.
Geometry (Å):
C -1.86 -0.27 -0.29  -0.646
C -0.74 0.73 -0.04  -0.907
P 0.85 0.01 -0.11  2.160
O 1.97 1.02 0.43  -1.012
O 0.85 -1.08 1.18  -0.993
O 1.77 -0.80 -1.19  -0.969
H -1.54 -1.28 -0.17  0.210
H -2.44 -0.26 -1.16  0.203
H -2.72 -0.34 0.39  0.203
H -0.71 1.50 -0.71  0.201
H 1.58 1.81 0.94  0.530
H 0.35 -0.64 1.95  0.508
H 2.65 -0.41 -1.21  0.513

Output
SMILES: CC=P(O)(O)O
HOMO level in Eh: -0.2975
Energy in eV: -17618.5695
2S+1: 1
LUMO energy in eV: 0.37